Density functional theory data (ωB97M-V/def2-TZVPD) for C9H10Cl3NO2Yb as an isolated structure.

The geometry in XYZ format:
```
26
Properties=species:S:1:pos:R:3
Yb -0.019 -0.054 -0.009
Cl 2.756 4.050 0.588
Cl 0.071 5.112 0.291
Cl 0.925 4.047 2.859
O -0.551 2.212 0.181
O 1.422 1.498 0.996
N 0.068 0.081 -2.204
C -0.257 -2.665 0.523
C -2.737 -0.637 -0.628
C 0.675 -2.596 -0.555
C 0.333 -2.040 1.662
C 1.062 3.896 1.091
C 0.585 2.419 0.711
C 1.629 -1.581 1.284
C -2.351 0.019 -1.738
C 1.854 -1.950 -0.081
H -2.279 -0.475 -2.707
H 2.749 -1.752 -0.662
H 0.611 0.317 -3.056
H -2.896 -1.724 -0.636
H -2.206 1.108 -1.725
H 0.522 -3.007 -1.562
H 2.347 -1.085 1.933
H -0.119 -1.955 2.651
H -1.252 -3.116 0.474
H -2.940 -0.122 0.316
```

Calculated values
Frontier orbital gap (alpha / beta) in eV: 5.18 / 5.04
⟨S²⟩: 0.753
Multiplicity: 2
Net charge: -1
LUMO level (alpha / beta) in eV: 2.6 / 2.6

Density functional theory data (ωB97M-V/def2-TZVPD) for an isolated molecule of C2H3N3OS.

The geometry in XYZ format:
```
10
Properties=species:S:1:pos:R:3
S -2.311 -0.481 -0.222
O 0.202 -1.812 -0.045
N 0.156 1.837 0.011
N -0.571 -0.614 -0.043
N 1.543 -1.401 -0.041
C 0.270 0.535 -0.171
C 1.585 -0.084 -0.175
H -2.730 -0.684 1.109
H -0.716 2.345 0.049
H 2.572 0.360 -0.472
```

Calculated values
Frontier orbital gap in eV: 9.23
Multiplicity: 1
Net charge: 0
Structure (SMILES): [H]/N=c1/cnon1S
LUMO level in eV: 0.2

Density functional theory data (ωB97M-V/def2-TZVPD) for C36H48CrN3P2 as an isolated structure.

The geometry in XYZ format:
```
90
Properties=species:S:1:pos:R:3
Cr -0.293 -0.662 -0.312
P 1.945 -0.425 -1.145
P -0.446 0.038 1.934
N -0.206 1.309 -0.469
N -2.289 -0.974 -0.663
N -0.442 -2.672 -0.171
C 0.580 -3.513 0.025
C 3.581 -0.260 -0.227
C -1.685 -3.218 -0.258
C 0.783 2.121 3.450
C 4.664 0.569 -0.909
C 4.086 -1.639 0.188
C -3.484 2.846 1.659
C -1.566 1.388 1.470
C 0.448 -4.881 0.141
C 1.083 0.921 2.554
C 2.028 -0.086 3.203
C -4.066 -2.585 -0.805
C -1.899 -4.594 -0.135
C -4.702 3.259 2.411
C 1.425 3.848 -2.635
C -3.155 -0.055 -1.094
C -0.825 -5.440 0.066
C -2.447 -1.636 2.819
C 1.695 1.207 -1.887
C -1.316 -0.301 4.668
C 0.755 -1.334 -3.404
C 3.273 -1.576 -3.506
C -4.965 -1.604 -1.184
C -2.049 2.967 -0.287
C 0.640 3.348 -1.619
C 0.658 1.976 -1.300
C 2.039 -1.592 -2.607
C -3.147 3.406 0.431
C -1.149 -0.996 3.314
C -2.676 1.830 2.165
C 3.022 3.525 -4.559
C -2.732 -2.251 -0.562
C -4.486 -0.310 -1.357
C 2.471 1.725 -2.910
C -1.233 1.942 0.210
C 2.290 3.027 -3.362
H -4.398 -3.604 -0.712
H -4.529 3.192 3.481
H 4.983 -1.540 0.796
H 4.340 -2.244 -0.679
H -2.239 -2.356 2.029
H 3.006 0.364 3.353
H 0.608 -2.111 -4.152
H 0.802 -0.375 -3.921
H 3.266 -2.456 -4.146
H 3.344 -2.170 0.782
H -0.353 -0.143 5.145
H -1.882 3.365 -1.275
H 4.300 1.559 -1.171
H -0.132 -1.321 -2.743
H 1.660 -0.400 4.176
H -2.926 -2.171 3.635
H -3.771 4.178 0.006
H 1.376 4.900 -2.873
H 1.319 -5.499 0.290
H -5.135 0.487 -1.681
H -6.002 -1.846 -1.360
H -0.967 -6.506 0.167
H 5.057 0.087 -1.798
H -2.771 0.946 -1.226
H 3.608 2.731 -5.016
H 2.310 3.904 -5.292
H -1.825 0.655 4.601
H -2.893 -5.007 -0.192
H -2.941 1.379 3.107
H -0.412 -1.802 3.445
H -5.004 4.271 2.162
H 1.547 1.305 1.632
H 0.372 1.824 4.411
H -1.901 -0.945 5.321
H 4.190 -1.601 -2.924
H 3.235 1.122 -3.373
H 2.143 -0.970 2.574
H 3.689 4.345 -4.297
H -5.526 2.589 2.165
H -3.152 -0.899 2.437
H 1.707 2.665 3.637
H 1.968 -2.595 -2.165
H 0.085 2.801 2.964
H 3.297 -0.711 -4.160
H 3.285 0.285 0.680
H 0.007 4.024 -1.072
H 1.558 -3.053 0.106
H 5.489 0.698 -0.211
```

Calculated values
Frontier orbital gap (alpha / beta) in eV: 5.19 / 5.64
⟨S²⟩: 3.877
Multiplicity: 4
Net charge: +2
LUMO level (alpha / beta) in eV: -6.9 / -6.7

Density functional theory data (ωB97M-V/def2-TZVPD) for C8H19LuO4P2 as an isolated structure.

The geometry in XYZ format:
```
34
Properties=species:S:1:pos:R:3
Lu 3.608 2.488 2.090
P -3.533 -0.299 0.674
P -3.269 1.720 -0.186
O -4.468 2.587 0.333
O -1.954 2.257 0.523
O -3.144 1.604 -1.636
O 2.293 1.333 -0.126
C 1.020 0.793 -0.511
C -0.537 -2.613 0.607
C 3.426 0.532 -0.459
C -2.478 -1.277 -0.498
C 0.441 -0.222 0.491
C -1.898 -2.558 -0.175
C 4.583 1.455 -0.167
C 0.525 -1.669 0.033
H -0.685 -2.508 1.681
H -0.170 -3.628 0.468
H 5.543 1.063 -0.492
H 3.451 0.221 -1.504
H 0.960 -0.087 1.442
H -2.974 -1.259 -1.474
H 1.485 -2.083 0.347
H -2.666 -2.982 0.500
H -0.603 0.074 0.654
H -4.996 2.929 -0.410
H 1.136 0.334 -1.496
H 3.463 -0.355 0.181
H 0.367 1.654 -0.616
H -4.787 -0.622 0.110
H 4.634 1.559 0.916
H 4.405 2.433 -0.625
H 0.516 -1.744 -1.057
H -1.783 -3.149 -1.079
H -1.915 2.017 1.462
```

Calculated values
Frontier orbital gap in eV: 3.69
Multiplicity: 1
Net charge: +2
LUMO level in eV: -9.6

Density functional theory data (ωB97M-V/def2-TZVPD) for C22H47HfNOP2Si as an isolated structure.

The geometry in XYZ format:
```
75
Properties=species:S:1:pos:R:3
Hf -0.722 0.589 -0.552
P -2.217 2.034 -1.885
P 0.598 -1.123 1.213
Si 1.055 2.445 -0.728
O -1.314 1.939 1.132
N -0.065 -0.269 -1.944
C -2.211 3.177 2.951
C -3.991 1.538 -2.109
C -2.391 3.803 -1.367
C 1.224 0.021 2.596
C 1.609 -0.691 3.902
C 0.833 -2.653 -4.620
C -0.269 -2.465 2.217
C -1.411 -3.091 1.396
C 2.454 0.844 2.210
C 0.565 -3.596 2.845
C 1.632 -0.134 -3.661
C 3.049 -2.536 0.790
C 2.276 -0.702 -4.763
C -2.286 0.578 2.841
C -1.632 2.185 -3.629
C 0.569 -0.826 -3.026
C 1.161 -3.135 -0.708
C 1.792 -1.999 0.081
C 1.883 -1.962 -5.247
C 1.040 3.847 0.593
C 0.175 -2.095 -3.520
C -1.888 1.891 2.235
H 2.276 1.431 1.338
H -4.541 2.222 -2.782
H -0.807 -1.943 3.028
H 3.595 -1.742 1.319
H -0.099 -4.222 3.480
H 1.082 3.216 -2.040
H -3.087 4.349 -2.028
H 2.710 1.558 3.023
H 2.459 -1.385 3.735
H -1.784 4.034 2.412
H 1.133 3.433 1.614
H 0.977 -4.277 2.081
H 2.490 1.939 -0.685
H 3.346 0.224 2.027
H -0.648 -2.616 -3.021
H 1.836 -3.447 -1.534
H -1.396 4.276 -1.402
H 3.095 -0.160 -5.249
H -1.820 3.150 3.985
H 2.393 -2.403 -6.109
H -4.477 1.516 -1.120
H 1.382 -3.250 3.492
H -2.074 -2.304 0.986
H 0.994 -4.029 -0.084
H -2.760 3.844 -0.330
H -1.435 0.151 3.403
H 2.834 -3.332 1.518
H -2.510 -0.113 2.001
H 1.926 0.843 -3.265
H 1.868 4.563 0.437
H 3.751 -2.957 0.039
H 0.090 4.410 0.557
H 0.524 -3.635 -4.995
H 2.147 -1.213 -0.621
H -2.240 -0.150 0.032
H 1.932 0.053 4.663
H -3.131 0.684 3.541
H 0.441 0.744 2.841
H -3.309 3.290 3.032
H -0.613 2.604 -3.616
H -4.015 0.514 -2.517
H 0.751 -1.215 4.363
H -1.066 -3.720 0.561
H -2.300 2.829 -4.227
H 0.190 -2.811 -1.093
H -1.589 1.178 -4.076
H -2.035 -3.744 2.044
```

Calculated values
Frontier orbital gap in eV: 7.03
Multiplicity: 1
Net charge: 0
LUMO level in eV: 0.1

Density functional theory data (ωB97M-V/def2-TZVPD) for C3H4AuO3 as an isolated structure.

The geometry in XYZ format:
```
11
Properties=species:S:1:pos:R:3
Au 2.183 0.614 0.414
O 0.300 0.840 0.359
O 1.373 -0.969 -0.222
O -0.858 -0.838 -0.545
C -1.962 -0.191 -0.100
C 0.344 -0.295 -0.237
C -1.634 1.011 0.714
H -2.484 1.675 0.934
H -1.462 0.700 1.754
H -2.685 -0.904 0.309
H -2.165 1.157 -0.588
```

Calculated values
Frontier orbital gap (alpha / beta) in eV: 7.23 / 8.52
⟨S²⟩: 2.014
Multiplicity: 3
Net charge: +3
LUMO level (alpha / beta) in eV: -18.8 / -19.4

The following max |F| values (in eV Å⁻¹) correspond, in order, to the records above: 4.8 3.1 1.9 3.6 5.3 11.9.